109
Properties=species:S:1:pos:R:3:mulliken_charge:R:1 method="wB97M-V/def2-TZVPD" total_energy_ev=-85659.3662 e_above_lowest_kj_mol=0.0 homo_energy_ev=-5.9 total_charge=-1 max_force_ev_per_a=0.47 orbital_gap_ev=7.21
Cd 0.85730 0.50783 -0.04840 4.119
C 5.44310 -1.30522 -2.85469 -1.612
C 4.77131 -0.35329 -1.91983 0.532
C 5.29302 0.76516 -1.30047 -0.902
C 4.23907 1.29652 -0.53516 -0.846
N 3.15805 0.54456 -0.69251 0.021
N 3.48477 -0.46612 -1.53596 0.040
B 2.45096 -1.51412 -1.99511 -0.891
N 1.88914 -2.27306 -0.75749 0.828
N 1.61543 -1.63440 0.41028 -0.332
C 1.25227 -2.55365 1.29727 -0.479
C 1.27837 -3.82077 0.68661 -0.860
C 1.68570 -3.59713 -0.61279 0.285
C 1.87603 -4.60225 -1.70008 -1.154
C 0.97988 -2.25245 2.75346 2.897
C -0.29826 -2.97512 3.19844 -1.727
C 2.17567 -2.77885 3.56366 -2.025
C 0.82192 -0.75694 3.01285 -1.627
N 1.34237 -0.81556 -2.82263 1.145
N 0.82554 0.37697 -2.43688 -0.417
C -0.10943 0.71367 -3.31304 -0.298
C -0.19457 -0.27869 -4.30551 -1.202
C 0.73606 -1.23808 -3.95103 0.763
C 1.08874 -2.49149 -4.68462 -1.384
C -0.91831 1.98569 -3.18454 2.615
C -2.11032 1.73760 -2.24593 -1.366
C -0.05771 3.12186 -2.62496 -1.573
C -1.44304 2.39609 -4.56128 -2.209
C 4.23995 2.52925 0.33941 2.506
C 3.31185 3.58860 -0.26853 -1.386
C 3.76810 2.17916 1.75524 -1.230
C 5.65905 3.09575 0.41671 -2.471
H 6.47814 -0.99930 -3.00148 0.378
H 4.94774 -1.32428 -3.82684 0.254
H 5.43664 -2.32303 -2.46192 0.249
H 6.30216 1.13275 -1.38730 0.539
H 2.99106 -2.32242 -2.69416 -0.275
H 1.05127 -4.77817 1.12859 0.505
H 2.85057 -4.50154 -2.17963 0.234
H 1.11213 -4.50111 -2.47479 -0.125
H 1.79558 -5.60400 -1.28041 0.470
H -0.22379 -4.05410 3.03978 0.294
H -1.15825 -2.59040 2.64891 0.240
H -0.47183 -2.80339 4.26482 0.484
H 2.30768 -3.85369 3.41897 0.368
H 2.02033 -2.58996 4.62978 0.459
H 3.09507 -2.27710 3.25340 0.377
H -0.04431 -0.34643 2.48955 0.104
H 1.72056 -0.20687 2.72252 0.074
H 0.66963 -0.59351 4.08274 0.521
H -0.81472 -0.29206 -5.18679 0.392
H 2.16874 -2.62123 -4.75816 0.165
H 0.67346 -2.44796 -5.69079 0.446
H 0.67004 -3.37655 -4.20159 0.038
H -1.77136 1.44134 -1.25491 -0.179
H -2.74591 0.93876 -2.63692 0.319
H -2.70891 2.64881 -2.15185 0.500
H 0.24869 2.92781 -1.59790 0.098
H -0.63812 4.04910 -2.61651 0.474
H 0.83684 3.27483 -3.23383 0.320
H -2.09954 1.63123 -4.98318 0.344
H -0.62112 2.56831 -5.26128 0.423
H -2.02186 3.31865 -4.47540 0.445
H 2.28142 3.23493 -0.30019 0.134
H 3.62525 3.83853 -1.28534 0.384
H 3.33328 4.49967 0.33704 0.419
H 2.72828 1.85413 1.75994 0.056
H 3.83439 3.06144 2.39853 0.456
H 4.38585 1.38725 2.18649 0.329
H 6.02526 3.38320 -0.57213 0.407
H 6.35359 2.36720 0.84285 0.438
H 5.66704 3.98519 1.05053 0.427
O -2.13799 -0.76892 1.29802 -0.574
C -1.75708 -1.29132 0.24363 -1.291
O -0.93797 -0.86811 -0.61302 -0.456
C -2.36868 -2.64404 -0.11333 0.625
C -1.87957 -3.36306 -1.19341 -0.089
C -2.40845 -4.61624 -1.45436 -0.188
C -3.41655 -5.17770 -0.69373 -0.510
C -3.87561 -4.42970 0.37397 -0.429
C -3.36928 -3.18033 0.68093 -0.384
N -4.94059 -5.00231 1.21554 1.082
O -5.33760 -6.12054 0.94625 -0.652
O -5.32236 -4.35215 2.16572 -0.623
N -1.88083 -5.40238 -2.58209 0.981
O -0.90263 -4.97531 -3.16298 -0.616
O -2.42308 -6.45936 -2.84534 -0.665
H -1.08922 -2.93683 -1.79824 0.638
H -3.81653 -6.15227 -0.91648 0.622
H -3.72505 -2.61257 1.52930 0.684
C -6.81534 6.05976 6.00700 -1.028
C -5.61526 5.51661 5.26574 0.714
O -4.51940 5.44446 5.75211 -0.539
S -6.01601 4.99567 3.61357 -0.250
C -4.46755 4.36188 3.03107 0.164
C -3.46208 5.23096 2.62243 -0.282
C -2.27174 4.72524 2.13247 -0.759
C -2.07063 3.34328 2.04202 0.174
C -3.09359 2.47584 2.44409 -0.538
C -4.28282 2.98760 2.93649 -0.509
C -0.86688 2.78079 1.51515 0.066
C 0.07281 2.16956 1.04627 -0.968
H -6.57410 7.05876 6.37073 0.282
H -7.00026 5.41945 6.87013 0.275
H -7.70717 6.09696 5.38404 0.353
H -3.61593 6.30018 2.69251 0.399
H -1.48183 5.39311 1.81394 0.468
H -2.94808 1.40801 2.31705 0.641
H -5.07807 2.31740 3.23915 0.437